Entry 1:
The following is a DFT calculation (wB97M-V/def2-TZVPD) of a molecular structure, C35H35IrN8O9S3 at a distorted geometry.

Structure (XYZ):
```
91
Properties=species:S:1:pos:R:3:forces:R:3
Ir 1.23676 -0.47208 0.14785 -1.9 0.8 -6.0
O 1.71040 0.70539 2.37271 0.0 0.0 0.1
C 3.02145 0.90302 2.91979 0.4 0.0 0.3
C 3.75684 -0.40069 3.21502 -0.3 0.1 -0.3
C 3.82437 -1.31752 1.98519 0.1 0.0 0.1
C 4.37481 -0.56797 0.81852 0.1 -0.2 0.1
C 5.73586 -0.29422 0.74093 -0.1 0.1 -0.2
C 6.22140 0.48136 -0.29376 -0.1 0.0 0.0
C 5.32475 0.95944 -1.24088 -0.1 -0.1 0.0
C 3.99196 0.63397 -1.11560 0.0 0.2 -0.3
N 3.51694 -0.10342 -0.10508 -1.3 -0.9 0.9
H 1.17783 0.25085 3.03997 0.0 -0.1 -0.1
H 2.94233 1.49340 3.83555 0.0 0.1 -0.1
H 3.55961 1.49144 2.17526 0.0 0.0 0.1
H 3.26956 -0.93662 4.03177 0.0 0.0 0.0
H 4.76618 -0.13932 3.53845 0.0 0.0 0.1
H 2.83021 -1.67778 1.72639 0.1 -0.1 0.2
H 4.44834 -2.18185 2.21252 0.0 0.0 -0.1
H 6.39213 -0.69403 1.50047 0.0 0.0 0.0
H 7.27460 0.71228 -0.37003 0.0 0.0 0.0
H 5.64985 1.57211 -2.06830 0.0 0.0 0.0
H 3.28178 0.97895 -1.85227 0.0 0.0 0.0
O 0.49129 4.55182 -5.78371 0.0 0.1 0.1
N 0.98509 4.51038 -4.68247 -0.1 0.1 -0.1
O 1.60184 5.40464 -4.14081 0.0 -0.1 0.0
C 0.86244 3.23084 -3.95020 0.0 -0.5 0.0
C 0.66522 2.12567 -4.70207 0.0 0.4 -0.1
C 0.69511 0.82840 -4.11747 0.1 -0.2 0.4
C 0.56199 -0.35007 -4.87472 0.0 -0.1 0.0
C 0.73279 -1.56105 -4.25812 0.0 0.2 0.0
C 1.05569 -1.58394 -2.89689 0.1 -0.1 -0.1
N 1.11471 -0.49345 -2.15687 0.1 -0.1 2.2
C 0.92391 0.70858 -2.73855 -0.1 0.1 -0.4
C 1.00407 1.87935 -1.92880 -0.2 0.4 -0.4
N 1.09661 1.70438 -0.59888 0.5 -1.2 1.8
C 1.18534 2.75530 0.19360 0.1 0.2 0.2
C 1.19614 4.05924 -0.29888 -0.1 0.0 -0.2
C 1.10007 4.27137 -1.65144 0.0 -0.1 0.2
C 1.00008 3.16162 -2.51821 0.0 0.0 0.2
H 0.53680 2.22934 -5.77135 0.0 0.0 0.0
H 0.35335 -0.28236 -5.93409 0.0 0.0 0.0
H 0.63910 -2.49763 -4.78729 0.1 0.0 0.0
H 1.28790 -2.51597 -2.42264 0.1 0.2 -0.2
H 1.25794 2.56016 1.25494 0.0 0.0 -0.1
H 1.26885 4.89099 0.38565 0.0 0.0 0.0
H 1.10773 5.27360 -2.04673 0.0 0.0 0.0
O 2.23970 -4.15692 -1.49334 0.1 -0.1 0.0
S 0.97557 -4.07761 -0.83225 0.1 0.1 0.4
O -0.20790 -3.96357 -1.63201 -0.1 -0.3 -0.1
N 0.96695 -2.71743 0.20520 0.5 0.9 0.3
C 0.58064 -3.09350 1.40705 -0.2 0.9 0.7
S 0.18811 -1.89529 2.50665 0.1 0.0 0.4
C 0.53472 -4.53240 1.65298 0.0 -0.5 -0.2
C 0.35040 -5.20251 2.85132 0.0 0.1 -0.1
C 0.43541 -6.58918 2.84348 0.0 0.0 0.0
C 0.68633 -7.28866 1.66861 0.0 0.1 0.0
C 0.85774 -6.61946 0.45884 0.0 -0.1 -0.2
C 0.78261 -5.24819 0.48701 0.0 0.5 0.1
H 0.15991 -4.65771 3.76580 0.0 0.0 0.0
H 0.31493 -7.13602 3.76823 0.0 0.0 0.0
H 0.75351 -8.36716 1.68922 0.0 0.0 0.0
H 1.05184 -7.15294 -0.46087 0.0 -0.1 0.0
C -7.20998 3.13729 2.40712 -0.1 0.1 0.1
C -6.18122 3.98634 1.67950 0.4 -0.6 -0.2
S -4.65975 3.04036 1.46019 0.3 -0.1 -0.3
O -4.23381 2.55495 2.75274 -0.3 -0.1 0.2
O -3.67769 3.77920 0.69992 -0.2 0.2 -0.2
C -5.08325 1.56154 0.44584 0.0 0.5 0.4
C -4.40610 0.31608 1.01313 -0.3 0.3 0.2
N -3.17013 -0.04963 0.32090 0.1 -0.3 -0.4
C -1.92048 0.28077 0.68752 0.1 0.1 0.3
N -1.03129 -0.34676 -0.08327 1.7 -0.4 0.4
C -1.71911 -1.09769 -0.98151 -0.3 -0.3 -0.3
C -3.04881 -0.91751 -0.75524 0.7 0.2 0.2
N -4.12122 -1.44966 -1.54542 -0.1 0.0 -0.2
O -3.78790 -2.11288 -2.50226 0.0 0.0 0.1
O -5.26243 -1.18045 -1.21978 0.1 0.0 0.0
C -1.56131 1.20327 1.78506 -0.1 0.0 0.1
H -7.99834 3.76869 2.81242 0.0 0.0 0.0
H -6.73934 2.61863 3.24083 -0.1 0.0 0.0
H -7.68244 2.41264 1.74623 0.0 0.0 0.0
H -5.86754 4.84933 2.26640 0.1 0.0 0.0
H -6.49092 4.30841 0.68678 0.0 0.1 0.0
H -4.76484 1.79578 -0.56642 -0.1 0.0 0.0
H -6.16402 1.44994 0.47485 0.0 -0.1 -0.1
H -5.08789 -0.52377 0.94478 0.1 0.0 0.0
H -4.16486 0.50228 2.06017 0.1 -0.1 0.0
H -1.26009 -1.75362 -1.69932 0.0 0.0 0.0
H -1.90800 0.81876 2.74496 0.0 0.0 0.0
H -2.01908 2.18120 1.64568 0.0 0.0 0.0
H -0.48063 1.30722 1.80387 -0.1 0.0 0.1
```
Positions in Å, forces in eV/Å.

Summary:
LUMO level (spin up / spin down): -6.85 / -6.85 eV
energy: -3768.1643 Ha
HOMO (spin up / spin down): -13.786 / -13.786 eV
spin multiplicity: 1
total charge: +2
gap between HOMO and LUMO (spin up / spin down): 0.255 / 0.255 hartree
ΔE to the lowest compared entry with this formula, charge and spin: 66.1 kcal per mole

---

Entry 2:
The following is a DFT calculation (wB97M-V/def2-TZVPD) of a molecular structure, C36H63BBrF4N9O6PRbS2Si at a distorted geometry.

Structure (XYZ):
```
125
Properties=species:S:1:pos:R:3:forces:R:3
Rb 0.61038 0.23727 0.57748 1.0 0.1 0.5
C 4.87900 2.52835 3.46947 -0.1 0.0 -0.1
C 4.01078 1.41910 2.94495 -0.1 0.1 0.0
N 2.70457 1.42827 3.06361 -0.2 -0.6 0.3
N 2.11116 2.47697 3.51606 0.2 1.1 -0.4
C 0.93545 2.57828 4.11446 0.1 -0.4 0.3
N 0.05374 3.45922 3.59414 0.0 0.0 -0.1
S 0.58951 1.81323 5.62943 -0.1 0.3 0.1
C 4.58840 0.21852 2.37727 0.0 -0.1 -0.2
C 5.97196 -0.04068 2.45426 0.0 0.0 0.0
C 6.47981 -1.21268 1.92255 0.0 0.0 0.0
C 5.62533 -2.12526 1.31758 0.0 0.0 0.1
C 4.27529 -1.79388 1.27068 -0.1 0.0 0.1
N 3.77515 -0.65896 1.74518 -0.1 -0.1 0.0
H 4.24929 3.39799 3.65509 0.0 0.0 0.0
H 5.66629 2.80739 2.76058 0.0 0.0 0.0
H 5.35335 2.25173 4.41791 0.0 0.0 0.0
H 0.10668 3.58840 2.57845 0.0 -0.1 0.0
H -0.88132 3.37769 3.95446 0.0 0.1 0.2
H 6.62617 0.65627 2.96148 0.0 0.0 0.0
H 7.54050 -1.42808 2.00045 0.0 0.0 0.0
H 5.98203 -3.06084 0.90741 0.0 0.0 0.0
H 3.55296 -2.47648 0.82316 0.1 0.0 0.0
C -2.15016 7.41114 -3.79628 0.0 -0.1 0.0
C -2.04227 6.25324 -2.83530 0.0 0.0 0.0
C -2.20713 6.43934 -1.46539 0.0 -0.1 0.0
C -2.07435 5.37519 -0.58446 -0.1 0.0 0.1
C -1.78765 4.10774 -1.06840 0.3 -0.1 -0.1
C -1.63012 3.90388 -2.43238 -0.1 -0.1 0.0
C -1.76122 4.97303 -3.30657 -0.1 0.1 0.0
S -1.33407 2.83101 0.09843 -0.5 0.6 0.5
O -2.28110 2.91435 1.20433 0.0 0.0 0.0
O -1.47009 1.55882 -0.61758 -0.1 0.2 -0.1
N 0.08036 3.21222 0.61159 -0.2 0.1 -0.2
C 0.99711 4.00510 -0.18719 -0.1 -0.3 0.0
C 1.58190 3.34385 -1.43548 0.2 -0.1 -0.2
O 2.52441 3.94440 -2.01253 -0.1 -0.1 0.1
O 1.11303 2.21862 -1.76119 0.1 0.2 0.0
H -2.22675 8.35805 -3.25975 0.0 0.0 0.0
H -3.03001 7.31211 -4.43722 0.0 0.0 0.0
H -1.27328 7.45586 -4.44574 0.0 0.0 0.0
H -2.42675 7.43005 -1.08275 0.0 0.0 0.0
H -2.18511 5.51240 0.48551 0.0 0.0 0.0
H -1.39176 2.90951 -2.79374 0.0 0.1 0.0
H -1.62376 4.81880 -4.37246 0.0 0.0 0.0
H 1.84243 4.27234 0.45051 0.0 0.0 0.0
H 0.55908 4.95234 -0.52263 0.0 0.1 0.0
O 1.17071 -1.87654 -3.31786 -0.2 -0.3 -0.3
H 0.38891 -1.30061 -3.23994 0.0 0.1 0.1
H 1.06973 -2.56291 -2.63838 0.0 0.1 0.0
O -0.59538 0.39561 -2.99910 0.1 0.1 0.1
H -1.14432 0.48622 -2.20223 -0.1 0.0 -0.1
H 0.09311 1.05777 -2.78047 -0.1 -0.1 0.0
N 0.87754 -0.78818 4.13266 0.0 -0.5 -0.2
C 0.84689 -1.55829 3.26566 -0.1 -0.1 0.0
H 0.91120 0.01709 4.78757 0.0 0.2 0.0
F 2.10523 -4.97750 0.25522 -0.1 0.1 -0.2
B 1.58174 -4.44270 -0.93136 -0.1 -0.1 0.0
F 0.87510 -3.23156 -0.65649 0.1 -0.2 -0.1
F 2.64019 -4.12458 -1.82991 -0.2 -0.1 0.2
F 0.69653 -5.35885 -1.54109 0.2 0.2 0.1
C 5.92426 0.19394 -1.90949 0.0 -0.2 0.0
N 5.05261 1.42216 -1.75362 -0.1 -0.1 0.0
C 4.73983 2.00652 -3.13037 0.0 -0.1 -0.2
N 4.21448 1.01008 -4.00687 -0.2 0.0 0.0
C 5.06782 -0.16546 -4.07461 0.0 0.1 0.1
N 5.31377 -0.76232 -2.76871 0.0 0.0 0.0
C 4.07650 -1.34860 -2.19755 -0.2 -0.1 -0.1
P 2.65393 -0.14043 -1.95595 1.2 0.1 -0.1
C 3.79155 1.05444 -1.03066 -0.4 -0.1 -0.1
C 2.82777 0.65092 -3.64534 -0.1 0.1 0.1
H 6.08381 -0.22600 -0.91529 0.0 0.0 0.1
H 6.87439 0.52721 -2.33248 0.0 0.1 0.0
H 5.54593 2.13099 -1.21296 0.0 0.0 0.0
H 5.68324 2.40380 -3.51646 0.0 -0.1 0.1
H 4.00516 2.79790 -2.96431 0.0 0.1 0.1
H 6.02862 0.11318 -4.52108 0.0 0.0 0.0
H 4.58224 -0.91027 -4.70317 0.0 0.0 0.0
H 4.32660 -1.79376 -1.23687 0.0 0.0 0.0
H 3.74046 -2.15809 -2.84498 0.0 0.0 0.0
H 4.06286 0.57366 -0.09413 0.1 0.0 0.0
H 3.26103 1.96944 -0.80440 0.1 0.1 -0.1
H 2.22532 1.55603 -3.64762 0.0 0.0 0.0
H 2.43305 -0.04579 -4.38355 0.0 0.0 0.0
C -4.95637 0.00225 1.64709 0.0 0.0 0.0
C -4.94494 -1.45378 2.15028 0.0 0.1 0.0
C -6.39024 -1.97603 2.18204 0.1 -0.1 -0.1
C -4.41146 -1.40740 3.59183 0.0 0.0 0.0
Si -3.81267 -2.57564 1.07145 0.2 0.0 0.0
Br -1.94775 -1.35952 0.76167 -0.7 -0.5 0.0
C -4.49925 -2.88539 -0.70114 0.1 0.0 -0.1
C -5.13802 -1.60429 -1.26085 0.0 0.0 0.1
C -3.36939 -3.26481 -1.67782 0.0 0.0 0.1
C -5.55593 -4.00110 -0.70531 0.0 0.0 0.1
C -3.20944 -4.17572 1.95496 0.1 0.0 0.0
C -4.38324 -4.94918 2.57802 0.0 0.1 -0.1
C -2.18475 -3.85381 3.05889 0.0 0.0 0.0
C -2.48499 -5.09651 0.95762 0.0 0.1 0.0
H -5.55644 0.60781 2.33790 0.0 0.0 0.0
H -5.39578 0.10130 0.65530 0.0 0.0 0.1
H -3.95715 0.43956 1.61376 0.0 0.0 0.0
H -6.98492 -1.35785 2.86540 0.0 0.0 0.0
H -6.44536 -3.01260 2.52999 0.0 0.1 0.0
H -6.85974 -1.92608 1.19588 0.0 0.0 0.1
H -5.00390 -0.68912 4.17100 0.0 0.0 0.0
H -3.37030 -1.07561 3.61999 -0.1 0.0 0.0
H -4.48489 -2.37651 4.09041 0.0 0.1 0.0
H -4.43920 -0.76408 -1.22495 -0.1 0.0 0.0
H -6.04755 -1.32864 -0.72268 0.0 0.0 -0.1
H -5.41029 -1.76978 -2.31023 0.0 0.0 0.0
H -2.62276 -2.47274 -1.74722 0.0 0.0 0.0
H -3.79785 -3.41003 -2.67748 0.0 0.0 0.0
H -2.84999 -4.18021 -1.40003 0.0 0.1 -0.1
H -6.38172 -3.78631 -0.01921 0.0 0.0 -0.1
H -5.12564 -4.96541 -0.42404 -0.1 0.0 0.0
H -5.97348 -4.10365 -1.71438 0.0 0.0 0.0
H -4.87367 -4.37567 3.36941 0.0 -0.1 0.0
H -4.00761 -5.87854 3.02274 0.0 0.0 0.0
H -5.14071 -5.21532 1.83325 0.0 0.0 0.1
H -2.59634 -3.23326 3.85468 0.1 -0.1 0.0
H -1.30457 -3.34950 2.65830 0.0 0.0 0.0
H -1.84552 -4.79547 3.50858 0.0 0.0 0.0
H -3.15823 -5.48555 0.19052 0.1 0.0 0.0
H -2.07296 -5.95531 1.50022 0.0 0.0 0.0
H -1.64662 -4.59021 0.47093 0.0 -0.1 0.0
```
Positions in Å, forces in eV/Å.

Summary:
LUMO level: 3.22 eV
energy: -6803.8570 Ha
HOMO: -2.210 eV
spin multiplicity: 1
total charge: -2
gap between HOMO and LUMO: 0.199 hartree
ΔE to the lowest compared entry with this formula, charge and spin: 19.6 kcal per mole

---

Entry 3:
The following is a DFT calculation (wB97M-V/def2-TZVPD) of a molecular structure, C54H44ClF10N6OP2Pb at a distorted geometry.

Structure (XYZ):
```
119
Properties=species:S:1:pos:R:3:forces:R:3
Pb -0.85258 0.88670 0.78665 -0.7 0.9 0.0
C -2.46143 -0.71411 3.16641 0.1 -0.2 0.0
N -2.24469 0.68325 2.79806 -0.1 0.1 0.2
C -1.44831 1.35500 3.83594 0.3 0.4 -0.1
C -0.90273 2.71712 3.40492 -0.1 0.0 -0.1
N -0.18723 2.63607 2.14117 -0.7 -1.2 0.0
C 0.59218 3.66676 1.75928 0.8 0.8 -0.3
C 0.77780 4.90016 2.43814 0.1 -0.2 -0.2
F 0.07459 5.19450 3.55400 0.0 0.0 -0.1
C 1.67021 5.87450 2.01580 0.2 0.0 -0.3
F 1.78948 6.99640 2.72840 0.0 -0.1 -0.1
C 2.44171 5.70427 0.87052 -0.2 -0.2 0.1
F 3.33460 6.62075 0.48773 -0.1 0.0 0.0
C 2.25843 4.53497 0.14255 0.0 0.1 0.2
F 2.95552 4.30895 -0.97672 0.0 0.1 0.1
C 1.37255 3.57339 0.58225 0.0 0.3 0.3
F 1.26872 2.46005 -0.18946 -0.2 0.1 0.0
C -3.53651 1.35230 2.56044 -0.3 0.2 -0.4
C -3.98808 1.25547 1.09948 0.2 0.2 0.1
N -2.97098 1.80459 0.23254 0.5 -0.5 1.0
C -3.29449 2.49548 -0.86561 -0.3 0.6 -1.1
C -2.31293 3.31409 -1.48178 -0.5 -0.1 0.0
F -1.08968 3.37124 -0.90651 0.0 -0.1 0.0
C -2.53448 4.06775 -2.61472 -0.2 0.0 -0.2
F -1.54350 4.80240 -3.12675 -0.1 0.0 0.1
C -3.78941 4.06711 -3.22176 0.0 -0.3 0.3
F -4.02444 4.81253 -4.30451 0.0 0.0 0.0
C -4.78569 3.26342 -2.67366 0.3 0.3 -0.1
F -5.99253 3.22212 -3.24437 0.1 0.0 0.0
C -4.53721 2.49078 -1.55223 0.5 0.1 0.1
F -5.52761 1.66085 -1.14774 0.0 -0.1 0.0
H -2.97595 -0.80165 4.12837 -0.1 0.0 0.0
H -3.05924 -1.20114 2.39961 -0.1 -0.1 -0.1
H -1.50374 -1.23107 3.23149 0.0 0.0 0.0
H -2.02975 1.47943 4.75716 0.0 -0.1 0.0
H -0.60232 0.69917 4.05262 0.0 -0.1 0.1
H -1.71011 3.45580 3.33885 0.0 -0.1 0.2
H -0.23013 3.04292 4.20540 -0.1 0.0 0.0
H -4.31238 0.92211 3.20510 0.1 0.0 0.1
H -3.43400 2.40711 2.81015 0.0 0.0 0.0
H -4.17735 0.20426 0.84481 -0.3 -0.2 0.2
H -4.93160 1.79987 1.01140 0.0 -0.2 0.1
N 1.95566 -1.73161 0.66569 -0.1 0.4 0.1
P 2.10035 -0.00112 0.78298 1.3 -0.5 0.3
C 3.06469 0.23143 2.32075 -0.2 0.0 -0.3
C 2.49414 0.96436 3.35236 0.0 -0.1 -0.1
C 3.20637 1.20407 4.51400 0.1 0.0 0.2
C 4.49357 0.71088 4.64553 -0.1 0.1 0.1
C 5.05984 -0.03426 3.62248 0.2 -0.1 -0.1
C 4.35124 -0.27703 2.46119 0.0 0.0 0.1
C 3.40710 0.31661 -0.43934 -0.2 0.0 0.0
C 3.55025 -0.45843 -1.58345 0.0 0.0 0.1
C 4.49319 -0.11657 -2.53765 0.1 0.0 -0.2
C 5.27700 1.01331 -2.36753 0.0 0.0 -0.1
C 5.12588 1.79959 -1.23574 0.0 0.0 0.0
C 4.19335 1.45363 -0.27725 0.0 0.0 0.0
P 0.59175 -2.23234 1.58248 0.6 -0.7 -0.1
C 1.33342 -3.61051 2.53619 -0.3 0.3 -0.1
C 1.41456 -3.48234 3.91795 -0.1 0.1 -0.1
C 2.00062 -4.48162 4.67480 0.0 -0.1 0.1
C 2.50945 -5.60884 4.05140 0.0 0.0 0.1
C 2.44878 -5.72980 2.67105 0.0 -0.1 -0.1
C 1.86373 -4.73472 1.91034 0.0 0.0 0.1
C -0.33895 -3.17092 0.29886 -0.3 0.2 0.4
C -0.13206 -2.89866 -1.15770 0.6 0.2 0.7
C -0.57258 -4.02201 -2.14311 0.0 0.0 0.0
C -1.75416 -4.89046 -1.67178 0.1 -0.4 0.2
C -2.34302 -4.51837 -0.29374 0.2 -0.1 0.3
C -1.39345 -3.90085 0.67357 0.2 -0.2 -0.2
H 2.80901 -2.26885 0.81173 -0.1 0.0 -0.1
H 1.50044 1.36302 3.21808 -0.1 0.1 0.0
H 2.76481 1.78509 5.30969 0.0 0.1 0.1
H 5.05847 0.91204 5.54272 0.1 0.0 0.1
H 6.06435 -0.41389 3.72631 0.1 -0.1 0.0
H 4.80201 -0.83766 1.65278 0.1 0.0 0.0
H 2.93046 -1.33313 -1.72366 0.0 -0.1 0.0
H 4.60904 -0.72491 -3.42309 0.0 0.0 -0.1
H 5.99809 1.28883 -3.12263 0.1 0.0 0.0
H 5.72937 2.68516 -1.10591 0.0 0.1 0.0
H 4.07049 2.06186 0.60775 0.0 0.1 0.1
H 1.01723 -2.59600 4.39422 0.0 0.1 0.1
H 2.05460 -4.38298 5.74860 0.0 0.0 0.1
H 2.95461 -6.39587 4.63994 0.1 -0.1 0.1
H 2.85554 -6.60569 2.18840 0.0 -0.1 0.0
H 1.81074 -4.83043 0.83387 0.0 -0.1 -0.1
H 0.87186 -2.52250 -1.35502 0.0 0.1 -0.1
H 0.21806 -4.52082 -2.69377 0.0 0.1 0.0
H -1.67270 -5.94854 -1.89699 0.0 -0.1 -0.1
H -2.85079 -5.36147 0.17672 0.0 0.1 -0.1
H -1.55348 -4.10618 1.72334 -0.1 0.1 0.2
Cl 0.98462 3.64270 -7.55886 0.1 0.2 -0.3
C 0.68063 2.76753 -6.11059 -0.1 -0.2 0.4
C -0.59423 2.27366 -5.86166 0.1 0.1 -0.1
C -0.82735 1.55653 -4.70668 0.2 -0.1 0.2
C 0.19630 1.32811 -3.79060 0.1 0.0 -0.2
C -0.06809 0.56010 -2.53928 -0.1 0.1 0.1
C 1.46325 1.84225 -4.04784 -0.3 -0.1 0.1
C 1.70899 2.56181 -5.20067 -0.1 0.1 -0.3
H -1.38998 2.45089 -6.56658 -0.1 0.0 -0.1
H -1.81491 1.16251 -4.50870 -0.1 0.0 0.0
H 0.84243 0.47797 -1.94986 0.0 -0.1 0.2
H -0.83775 1.06208 -1.95146 -0.1 0.0 0.0
H 2.25524 1.68780 -3.32955 0.1 0.0 0.1
H 2.68844 2.96589 -5.39957 0.1 0.1 0.0
N -4.63899 -5.25533 -3.21345 -0.3 -0.2 -0.1
C -3.77533 -4.25572 -3.48241 0.2 0.0 0.2
O -3.79598 -3.59058 -4.48875 0.0 0.1 -0.2
C -2.77627 -3.96011 -2.36957 -0.3 0.4 -0.3
C -1.58905 -3.07411 -2.81288 -0.1 0.5 -1.0
C -1.27308 -2.10012 -1.71893 -1.3 -0.6 1.1
N -2.22090 -1.52311 -1.00473 0.6 -0.5 -1.1
C -3.31990 -2.11412 -0.74529 0.0 0.1 0.0
C -3.40171 -3.57724 -0.99394 -0.2 0.0 0.1
H -5.31989 -5.50203 -3.91472 0.0 0.0 0.0
H -4.55284 -5.85550 -2.41378 0.1 0.0 0.0
H -1.58089 -2.77761 -3.85568 0.0 0.0 -0.1
H -0.44945 -0.45393 -2.74684 0.1 0.1 -0.2
H -4.15971 -1.55628 -0.35991 -0.1 0.2 0.1
H -4.42127 -3.94023 -0.86806 0.1 0.1 0.0
```
Positions in Å, forces in eV/Å.

Summary:
LUMO level: -5.06 eV
energy: -4821.9544 Ha
HOMO: -9.090 eV
spin multiplicity: 1
total charge: +1
gap between HOMO and LUMO: 0.148 hartree
ΔE to the lowest compared entry with this formula, charge and spin: 127.3 kcal per mole

---

Q: What is the total charge in the third record?
A: +1

---

Q: Which formula does entry 2 have?
A: C36H63BBrF4N9O6PRbS2Si